(1)
The following is a DFT calculation (the ωB97M-V functional and the def2-TZVPD basis) of the molecule CH4NOP.

Structure (XYZ):
```
8
Properties=species:S:1:pos:R:3:forces:R:3
C -1.090662 0.333199 -0.051253 0.5 0.6 3.3
O 0.227375 0.801677 0.088697 2.4 -1.8 -0.1
P 1.470018 -0.323058 -0.045162 -1.7 2.3 0.7
N 2.893516 0.069141 -0.029564 0.6 -0.5 -0.2
H -1.274955 -0.681866 0.187286 0.3 -1.4 0.9
H -1.326305 0.366273 -1.018116 -1.6 1.0 -3.9
H -1.646757 0.933626 0.659569 -0.6 0.1 -0.5
H 0.747772 -1.498993 0.208544 0.1 -0.2 -0.1
```
Forces are in eV/Å.

Values from the calculation:
Highest occupied orbital energy in eV: -9.915
E in eV: -13925.250
SMILES string: CO[PH]#N
Net charge: 0
HOMO-LUMO gap in eV: 9.7085



(2)
The following is a DFT calculation (the ωB97M-V functional and the def2-TZVPD basis) of a structure of composition C45H38ClF3N7O5P2S2Se2W.

Structure (XYZ):
```
106
Properties=species:S:1:pos:R:3:forces:R:3
W -1.106422 0.293736 -0.341169 -0.5 -1.2 -0.8
Cl 2.655980 1.693782 -0.161104 -0.1 0.1 0.0
C 3.825715 0.924075 -1.196053 0.1 -0.1 0.0
C 4.960602 1.651017 -1.521959 0.0 0.0 0.1
C 5.913217 1.092091 -2.355084 0.0 0.0 0.0
C 5.722146 -0.186119 -2.858881 0.0 0.0 0.0
C 4.583900 -0.901044 -2.524697 0.0 0.0 0.0
C 3.607090 -0.371520 -1.675342 0.1 -0.1 0.1
P 2.012730 -1.229964 -1.308104 -0.2 0.2 -0.2
C 2.019393 -2.636404 -2.466173 0.1 -0.1 0.1
C 1.083533 -2.582010 -3.495370 0.0 0.0 0.0
C 1.040433 -3.565910 -4.473391 0.0 0.0 0.0
C 1.919152 -4.633451 -4.415169 0.0 0.0 0.0
C 2.844562 -4.713819 -3.380840 0.0 0.0 0.0
C 2.898862 -3.723447 -2.415746 0.1 0.0 -0.1
C 2.358092 -2.062653 0.321510 0.0 0.1 -0.1
C 1.384753 -3.002164 0.884193 0.0 0.0 0.1
C 1.277887 -3.028834 2.384453 0.1 0.1 0.0
C 4.318111 -2.838719 2.662408 -0.2 0.0 0.0
C 4.566726 -2.028261 1.477574 0.0 -0.1 0.0
C 3.209481 -1.343288 1.351021 0.1 0.0 0.0
H 5.081935 2.648832 -1.123594 0.0 0.0 0.0
H 6.796586 1.659390 -2.615337 0.0 0.0 0.0
H 6.456174 -0.626962 -3.519922 0.0 0.0 0.0
H 4.441409 -1.883920 -2.948025 0.0 0.0 0.0
H 0.370579 -1.771023 -3.522672 0.0 0.0 0.0
H 0.308183 -3.500852 -5.267679 0.0 0.0 0.0
H 1.882448 -5.409147 -5.168797 0.0 0.0 0.0
H 3.527734 -5.551442 -3.328612 0.0 0.0 0.0
H 3.627583 -3.800109 -1.621258 0.0 0.0 -0.1
H 0.492566 -3.283305 0.340029 0.0 0.0 0.0
H 0.435412 -2.398229 2.675486 0.0 0.0 0.0
H 4.610248 -3.815364 3.016215 0.0 0.0 -0.1
H 5.220042 -2.248430 0.644956 0.0 0.0 0.0
H 3.187250 -0.260031 1.296649 0.0 0.0 0.0
Se -3.274611 -0.005375 0.868374 -0.1 0.2 -0.2
P -3.668180 1.859851 -0.221247 0.2 -0.1 0.0
Se -0.938773 2.653467 -0.766727 0.1 0.1 0.1
C -4.628995 1.492180 -1.708921 0.0 0.0 0.1
C -4.256176 2.129962 -2.890736 0.0 0.0 0.0
C -4.919874 1.834606 -4.073607 0.0 0.0 0.0
C -5.941431 0.896797 -4.076955 0.0 0.0 0.0
C -6.306200 0.251632 -2.900962 0.0 0.0 0.0
C -5.652378 0.545468 -1.715187 0.0 0.0 -0.1
C -4.559252 3.041314 0.807741 -0.1 0.0 -0.1
C -4.851235 2.797740 2.145116 0.0 0.0 0.0
C -5.507623 3.766492 2.890136 0.0 0.0 0.0
C -5.864269 4.973901 2.307689 0.0 0.0 0.0
C -5.562832 5.220683 0.974357 0.0 0.0 0.0
C -4.905902 4.260612 0.223840 0.0 0.0 0.0
H -3.432915 2.835830 -2.886311 0.0 0.0 0.0
H -4.630698 2.328841 -4.991815 0.0 0.0 0.0
H -6.452252 0.660469 -5.001220 0.0 0.0 0.0
H -7.099325 -0.484421 -2.907637 0.0 0.0 0.0
H -5.918367 0.024694 -0.803859 0.0 0.0 0.0
H -4.568194 1.858104 2.602286 0.0 0.0 0.0
H -5.746079 3.572604 3.927665 0.0 0.0 0.0
H -6.378076 5.725079 2.892588 0.0 0.0 0.0
H -5.836861 6.162980 0.519238 0.0 0.0 0.0
H -4.667880 4.455547 -0.815362 0.0 0.0 0.0
N 0.910583 -8.063994 4.982109 0.0 0.0 0.0
C 1.027728 -6.842337 4.373012 0.0 0.0 0.0
C 1.942205 -6.646621 3.330076 0.0 0.0 0.0
C 2.032601 -5.427424 2.690037 0.0 0.0 0.0
C 1.215926 -4.360974 3.067052 0.0 0.0 0.0
C 0.302597 -4.557683 4.100313 0.0 0.0 0.0
C 0.206069 -5.772584 4.746817 0.0 0.0 0.0
S 2.694115 -2.012124 2.998059 0.0 0.1 0.2
O 5.172435 -1.732029 2.738170 0.1 0.1 0.0
O 2.616332 -3.479747 0.360589 0.0 -0.1 0.1
N -0.127062 -0.025757 1.092618 0.2 0.7 0.6
C -0.012140 0.608434 2.317952 0.2 -0.1 0.1
N -0.778245 1.678894 2.547581 0.0 -0.1 0.1
C -0.662632 2.252749 3.737632 0.0 0.1 0.0
C 0.198085 1.786641 4.718492 0.0 0.0 0.0
C 0.938548 0.668803 4.388033 0.0 0.0 0.0
N 0.841841 0.075468 3.202983 0.1 -0.1 -0.2
H 1.628410 -8.751493 4.842787 0.0 0.0 0.0
H 0.390883 -8.135490 5.837837 0.0 0.0 0.0
H 2.572089 -7.469304 3.014087 0.0 0.0 0.0
H 2.731009 -5.312993 1.870565 0.0 0.0 0.0
H -0.357178 -3.748695 4.392410 0.0 0.0 0.0
H -0.520573 -5.907726 5.538252 0.0 0.0 0.0
H -1.290299 3.122152 3.903963 0.0 0.0 0.0
H 0.283217 2.261509 5.683954 0.0 0.0 0.0
H 1.637504 0.226953 5.091579 0.0 0.0 0.0
F -0.385160 -4.638422 -1.290844 0.0 0.0 0.0
C -1.639589 -4.309026 -1.611888 0.0 0.0 0.0
F -2.414421 -5.373054 -1.447103 0.0 0.0 0.0
F -1.670203 -3.950699 -2.900048 0.0 0.0 0.0
S -2.267964 -2.929461 -0.569896 0.0 0.1 0.0
O -2.127976 -3.366663 0.788342 0.0 0.0 0.0
O -3.573933 -2.675971 -1.107949 0.0 0.0 0.0
O -1.280221 -1.851081 -0.915512 0.0 0.2 0.1
N -3.295468 -1.439427 -5.168980 0.0 0.0 0.1
C -2.261397 -0.745346 -4.626715 0.0 0.0 -0.3
C -2.171172 -0.566319 -3.235583 0.0 0.1 0.2
N -1.174939 0.124026 -2.705079 0.0 0.0 0.0
C -0.267248 0.674535 -3.528459 0.0 0.1 0.0
C -0.371509 0.481867 -4.889115 0.0 0.0 0.0
N -1.348261 -0.231197 -5.446448 -0.1 0.0 0.1
H -3.860093 -2.025031 -4.578020 0.0 0.0 0.0
H -3.225318 -1.680581 -6.142657 0.0 0.0 0.0
H -2.904723 -1.005212 -2.569318 0.0 0.0 0.0
H 0.517212 1.266480 -3.079036 0.0 0.0 0.0
H 0.363643 0.907987 -5.560317 0.0 0.0 0.0
```
Forces are in eV/Å.

Values from the calculation:
Multiplicity: 3
Highest occupied orbital energy (spin up / spin down) in eV: -8.835 / -10.227
E in eV: -261384.606
Expectation value of S²: 2.01
Net charge: +1
HOMO-LUMO gap (spin up / spin down) in eV: 6.1128 / 7.0753



(3)
The following is a DFT calculation (the ωB97M-V functional and the def2-TZVPD basis) of a structure of composition C39H42BCl2InN11O5.

Structure (XYZ):
```
101
Properties=species:S:1:pos:R:3:forces:R:3
In -0.550123 -0.884161 0.116307 0.2 -0.5 0.1
C 3.817757 0.560836 0.410154 0.0 0.0 0.1
C 2.709841 0.186728 -0.363257 0.2 0.0 0.1
N 1.989896 -0.723741 0.273130 -0.4 0.1 -0.3
N 2.594425 -0.963767 1.446542 0.1 0.1 0.1
C 3.703501 -0.198512 1.557546 0.0 0.2 -0.1
B 2.162528 -2.082869 2.433182 -0.2 -0.1 0.0
N 0.939112 -1.677325 3.293490 0.1 0.1 0.5
C 0.690912 -1.943016 4.594124 -0.1 0.1 -0.1
C -0.652201 -1.736550 4.826838 0.0 -0.1 0.0
C -1.167453 -1.355471 3.582610 0.1 0.0 0.1
N -0.203307 -1.317348 2.674642 0.1 0.1 -0.4
N 1.718581 -3.351332 1.666569 0.3 -0.2 0.1
C 1.862515 -4.639275 2.055060 0.0 -0.1 0.0
C 1.104587 -5.426641 1.219866 0.0 0.0 0.0
C 0.499611 -4.512789 0.343717 0.1 0.0 0.1
N 0.866198 -3.273244 0.627969 -0.2 0.1 -0.2
N 3.380544 -2.369017 3.313705 0.0 -0.2 0.1
C 4.443494 -3.163336 3.038641 0.0 0.0 -0.1
C 5.397627 -2.947489 4.002119 0.0 0.0 0.0
C 4.827924 -1.967663 4.834745 0.0 -0.1 -0.1
N 3.625598 -1.619899 4.409794 -0.1 0.2 0.2
H 4.603298 1.256445 0.169261 0.0 0.0 0.0
H 2.404445 0.535350 -1.337324 -0.1 0.0 0.0
H 4.329583 -0.224836 2.433449 0.0 -0.1 0.0
H 1.482902 -2.234214 5.256713 0.1 0.0 0.0
H -1.183129 -1.846685 5.756443 0.0 0.0 0.0
H -2.173556 -1.097220 3.298833 0.0 0.0 0.0
H 2.481492 -4.915482 2.891478 0.0 0.0 0.0
H 0.996918 -6.496998 1.243290 0.0 0.0 0.0
H -0.168511 -4.703034 -0.481333 0.0 0.0 0.0
H 4.451864 -3.814610 2.180619 0.0 0.0 0.0
H 6.360804 -3.418633 4.093077 0.0 0.0 0.0
H 5.237790 -1.507997 5.719778 0.0 0.0 0.0
N 0.443997 1.539438 1.521920 0.1 0.0 0.0
N 0.162698 2.885724 1.294755 0.0 -0.1 0.1
C -0.419473 3.333323 0.159260 0.0 0.3 -0.1
O -0.598748 4.483733 -0.133740 0.1 -0.1 0.0
O -0.808276 2.253160 -0.606776 0.0 -0.4 0.1
H 0.003385 1.217592 2.374972 0.2 0.0 -0.2
H 1.443682 1.378948 1.571617 0.1 0.1 -0.1
H 0.428242 3.597029 1.956741 0.0 0.1 0.0
Cl 1.213311 -2.385927 -3.800676 -0.2 0.1 0.1
C 2.768694 -1.697491 -4.067757 0.3 0.3 -0.1
C 3.869030 -2.525167 -3.912642 0.0 0.0 0.0
C 5.152965 -2.021739 -4.009339 0.1 -0.1 0.0
C 5.347603 -0.673716 -4.250635 0.0 0.0 0.0
C 4.248767 0.139936 -4.444696 0.0 -0.1 0.0
Cl 4.506860 1.833626 -4.755721 0.1 0.1 0.0
C 2.929576 -0.334416 -4.392391 -0.2 0.0 0.0
N 1.877377 0.562689 -4.576011 0.0 -0.2 0.3
C 0.756666 0.329010 -5.394443 -0.2 0.1 -0.2
C 0.805307 -0.642943 -6.391805 0.0 0.1 0.1
C -0.259479 -0.823065 -7.254400 0.0 0.0 -0.1
C -1.382218 -0.020266 -7.152803 -0.1 0.0 0.0
C -1.445452 0.937637 -6.154941 0.1 0.0 0.0
C -0.397829 1.126037 -5.261862 0.1 -0.1 0.3
C -0.547874 2.191868 -4.191006 0.2 -0.2 0.0
C -0.528520 1.675076 -2.763445 0.2 -0.3 -0.3
O -0.951600 2.675126 -1.945639 -0.3 0.6 0.0
O -0.181526 0.603529 -2.379771 0.1 -0.1 -0.2
H 3.701196 -3.572076 -3.700180 0.0 0.0 0.0
H 6.002859 -2.679220 -3.891047 0.0 0.0 0.0
H 6.342623 -0.255434 -4.304209 0.0 0.0 0.0
H 2.174165 1.524567 -4.529441 -0.1 0.0 0.0
H 1.698101 -1.246318 -6.493029 0.0 0.0 0.0
H -0.195610 -1.576019 -8.029065 0.0 0.0 0.0
H -2.204674 -0.133024 -7.846236 0.0 0.0 0.0
H -2.327270 1.561108 -6.065907 0.0 0.0 0.0
H -1.483106 2.734290 -4.325006 0.1 0.1 -0.1
H 0.259538 2.928587 -4.251032 -0.1 0.1 0.0
C -5.823353 0.079362 0.645223 0.0 0.1 -0.1
C -4.968123 0.850461 -0.371908 0.2 -0.2 0.1
C -4.042910 -0.112473 -1.121942 -0.1 0.1 0.0
C -4.253834 1.977350 0.334815 -0.1 0.0 -0.2
C -4.478625 3.278319 -0.036140 0.0 0.0 -0.1
C -4.040305 4.345101 0.752609 0.0 0.0 0.0
C -3.487497 4.095514 2.013707 0.1 0.0 0.0
C -3.201532 2.822899 2.434893 0.0 0.2 0.2
C -2.858669 2.575359 3.886032 0.1 -0.4 -0.1
C -1.428719 2.068947 4.101095 -0.2 0.2 0.0
C -3.874489 1.587327 4.479025 0.1 0.1 0.0
C -3.379187 1.714228 1.484223 -0.1 0.0 -0.1
O -2.827635 0.604741 1.620833 -0.3 0.4 0.4
H -6.330762 -0.752065 0.154064 0.0 0.0 0.0
H -6.576418 0.725505 1.099383 0.0 0.0 0.0
H -5.189505 -0.326250 1.433048 0.0 -0.1 0.0
H -5.636847 1.314566 -1.102841 0.0 0.0 0.0
H -3.471970 -0.712668 -0.419442 0.1 0.0 0.0
H -3.347036 0.432979 -1.762369 0.1 -0.1 0.0
H -4.639619 -0.777633 -1.748899 0.0 0.0 0.0
H -5.039920 3.487198 -0.939555 0.0 0.0 0.0
H -4.211468 5.364026 0.433756 0.0 0.0 0.0
H -3.304284 4.928017 2.683201 0.0 0.0 0.0
H -2.964055 3.532618 4.403986 0.0 0.0 0.0
H -1.215749 1.264444 3.404198 -0.2 -0.1 0.3
H -1.312820 1.675907 5.111408 0.1 0.0 0.0
H -0.714993 2.883685 3.961707 0.0 -0.1 0.0
H -3.811209 0.634349 3.956341 0.0 -0.1 0.0
H -4.893616 1.966840 4.387928 0.0 0.0 0.0
H -3.665297 1.419931 5.536232 0.0 0.0 0.0
```
Forces are in eV/Å.

Values from the calculation:
Multiplicity: 2
Highest occupied orbital energy (spin up / spin down) in eV: -7.481 / -7.487
E in eV: -98648.418
Expectation value of S²: 0.79
Net charge: 0
HOMO-LUMO gap (spin up / spin down) in eV: 7.9528 / 5.6792



(4)
The following is a DFT calculation (the ωB97M-V functional and the def2-TZVPD basis) of a cluster of 2 separate species, C4H7NO2 in total.

Structure (XYZ):
```
14
Properties=species:S:1:pos:R:3:forces:R:3
O 2.237950 0.098235 0.591202 0.1 -0.2 0.0
C 0.864293 0.138307 0.752393 -0.1 0.0 -0.1
C 0.078696 1.237140 0.140819 -0.1 -0.1 0.0
N -1.045573 0.691413 -0.245383 0.2 0.2 0.2
C -1.135218 -0.691126 -0.177278 0.1 -0.1 0.1
C 0.131401 -1.139560 0.273599 0.0 -0.1 0.1
O 0.684764 -2.233587 0.351467 -0.2 0.3 -0.1
H 2.430574 -0.855526 0.528059 0.1 0.1 0.0
H 0.570141 0.192927 1.827893 0.0 0.0 -0.1
H 0.235093 2.305220 0.117941 0.0 -0.1 0.1
H -0.380944 0.336776 -3.309231 0.0 0.0 0.0
H -1.830854 1.284877 -0.464759 -0.1 -0.1 -0.4
H -0.898836 -0.153151 -3.097876 0.1 0.0 0.0
H -1.941823 -1.217448 -0.665665 0.1 0.1 0.1
```
Forces are in eV/Å.

Values from the calculation:
Highest occupied orbital energy (spin up / spin down) in eV: -7.887 / -7.886
E in eV: -9843.730
Net charge: 0
HOMO-LUMO gap (spin up / spin down) in eV: 8.0027 / 8.0014



- net charge of number 1 (CH4NOP)?
  0



- The highest E belongs to which entry?
  C4H7NO2